[1]
26
Properties=species:S:1:pos:R:3:forces:R:3:nbo_charge:R:1 method="wB97M-V/def2-TZVPD" de_lowest_kcal_mol=0.1 e_homo_ev=-9.52
H 1.50213 2.71189 -1.47637 -0.3 -0.5 0.1 0.233
H -1.22945 0.26170 -2.59336 -0.5 -0.1 -0.2 0.415
H -2.94391 -4.03517 3.00938 0.4 -0.4 0.0 0.399
Br -0.36889 3.95412 0.62066 -0.3 0.6 0.3 0.043
Br -1.41985 1.67933 2.66385 0.2 0.3 0.3 0.106
Br 2.75662 4.66723 -1.92228 0.4 -0.5 -0.1 0.060
H -1.66704 -1.48021 0.41739 0.4 0.7 0.3 0.411
C 0.08544 2.44347 1.76319 -0.2 -0.2 -1.9 -0.535
Br 2.63867 1.83185 -3.43189 0.2 -0.4 -1.0 0.128
H -0.57916 -1.19746 -3.26644 -0.1 -0.6 -0.5 0.395
C -2.37388 -2.78653 1.65494 -1.3 1.1 -1.2 0.755
N -1.49068 -1.81384 1.35239 0.3 0.0 -1.2 -0.848
Br 3.54421 1.91267 -0.40687 0.4 -0.1 0.1 0.102
O -3.34178 -3.03741 0.95849 -0.3 0.1 -0.7 -0.667
Br 1.66249 2.80190 2.76993 -0.3 -0.2 0.3 0.110
N -0.50851 -0.42837 -2.65179 1.0 0.2 1.2 -0.845
C 0.24101 -0.43079 -1.48897 -2.5 2.9 0.0 0.773
H 1.93334 -0.75921 -0.55579 -0.9 -0.9 -1.6 0.425
H -1.23712 -3.81744 2.80416 -0.2 -0.2 0.7 0.384
O -0.11156 0.35233 -0.58452 0.1 -0.4 -0.3 -0.742
N 1.35119 -1.10724 -1.36797 2.7 -0.8 1.7 -0.813
H 1.82380 -1.47399 -2.16367 0.3 -0.2 -0.3 0.399
H 0.25735 1.78639 0.90115 0.5 -0.5 1.0 0.272
H -0.88311 -1.32159 1.98723 -0.2 -0.2 -0.1 0.410
N -2.16977 -3.42184 2.80446 1.0 -1.1 2.1 -0.845
C 2.52846 2.70824 -1.79730 -0.8 1.5 0.8 -0.524

[2]
21
Properties=species:S:1:pos:R:3:forces:R:3:lowdin_charge:R:1 method="wB97M-V/def2-TZVPD" charge=+1 e_homo_ev=-14.32
H -3.62680 0.45823 0.19360 0.2 -0.1 -0.2 0.151
F 5.91242 -0.19603 0.30849 -1.4 0.0 -0.1 -0.145
H -2.57838 1.06972 -1.12899 0.0 -0.2 0.2 0.141
O -1.92808 -1.47487 -1.97891 -2.0 0.2 -0.6 -0.369
O -1.61650 -0.08285 0.28726 0.4 -0.8 -0.1 -0.259
H -3.47795 -1.82270 -0.64697 0.2 0.2 -0.3 0.132
H -3.88512 -0.77703 -2.02145 0.3 -0.1 0.2 0.138
H 1.18432 1.32262 1.34885 -0.2 -0.3 -0.1 0.136
O 1.04917 -0.25024 -0.01048 0.7 1.4 1.3 -0.382
H 4.12359 -0.73291 1.10961 -0.1 0.1 -0.4 0.075
H 4.19339 0.88434 0.28120 -0.1 -0.4 -0.1 0.076
H -1.32753 1.41513 1.70755 0.2 -0.1 -0.3 0.151
H 0.49613 -0.17846 1.98833 0.1 0.1 -0.4 0.132
C -3.07134 -1.03799 -1.31765 -1.8 0.3 0.2 -0.286
C -0.85254 1.00763 0.80179 0.5 0.9 0.3 -0.159
C 4.47692 -0.17489 0.23365 1.8 0.2 0.2 -0.076
C 0.54637 0.45774 1.08064 0.2 1.0 1.4 -0.289
C -2.78910 0.20683 -0.47447 -0.8 0.4 -0.5 -0.158
H 4.21200 -0.63207 -0.72717 -0.1 0.1 0.4 0.068
Y -0.23584 -1.26133 -1.06935 2.2 -2.6 -1.3 1.781
H -0.80510 1.79910 0.03446 -0.1 -0.2 0.2 0.141

[3]
105
Properties=species:S:1:pos:R:3:forces:R:3:lowdin_charge:R:1 method="wB97M-V/def2-TZVPD" e_homo_ev=-5.98
H -7.13465 0.90438 -2.67587 -0.7 0.1 -0.4 0.103
H -1.45865 8.93725 1.14560 0.6 -0.5 -0.2 0.121
C 0.10942 5.39825 1.20527 0.0 -0.8 -0.5 -0.365
C -1.83456 -3.19785 0.00843 -0.4 -0.8 -0.4 -0.227
C 2.61498 -4.28529 -1.84448 0.1 -0.1 0.2 -0.109
C -6.47370 -0.91783 1.98027 0.8 -0.1 0.2 -0.165
H 3.25418 -4.91939 1.27398 -0.5 0.2 -0.2 0.068
H -1.68069 -2.69747 0.94846 0.3 -0.1 0.6 -0.034
C 2.29219 3.98890 0.41308 0.8 0.2 -0.2 -0.390
H -1.80664 -3.46834 -2.54115 0.0 -0.3 0.1 0.080
H 0.55509 -4.05772 3.56007 -0.5 0.1 -0.7 0.089
C -1.29035 7.02072 0.17508 -0.5 -0.6 -0.3 -0.069
H -0.50722 -5.55074 0.43333 0.1 0.2 -0.1 0.063
H 1.39967 -2.05174 -3.04903 0.5 -0.1 0.3 0.059
H -2.04927 7.21439 -0.55405 -0.3 0.3 -0.3 0.104
H -5.58744 -2.56885 -0.95016 0.3 -0.4 0.5 0.045
H -4.18694 -2.03140 3.50124 0.0 0.1 0.2 0.030
C 2.44477 -2.85905 -1.25364 0.5 -0.7 -0.5 -0.640
H 3.15767 -2.16330 -3.23660 -0.1 0.1 0.4 0.085
C -0.81168 5.71890 0.23751 -0.2 0.6 0.4 -0.078
H 5.50701 4.54822 1.24247 0.0 -0.2 -0.3 0.121
H -6.18798 -0.53914 2.97387 -0.3 -0.1 -0.2 0.026
H 1.59089 0.98154 -0.63794 0.5 0.0 -0.2 0.073
H -4.49410 -3.63046 -0.01373 0.5 -0.5 -0.2 -0.011
C -3.91755 1.90223 -2.50964 -0.3 0.7 0.9 -0.355
C 3.44519 4.14451 1.20583 -1.5 0.1 -0.2 -0.097
H 3.78910 -1.67679 0.13335 -0.3 0.1 -0.2 0.045
H 5.70959 1.03338 1.99071 -0.4 -0.1 0.2 0.132
H 3.52669 -4.30373 -2.48437 -0.3 -0.1 0.4 0.083
H -1.95808 2.72128 -2.98550 -0.9 0.5 -0.1 0.075
H -0.61212 -2.20312 -2.29860 0.0 -0.5 -0.2 0.044
C 1.55219 -3.54324 1.71804 0.3 0.5 -0.7 -0.601
C -3.81527 -2.16185 2.49572 0.6 -0.4 -0.6 -0.163
C 2.35961 -1.95225 -2.50009 -0.9 0.1 -0.1 -0.131
H 1.30082 6.07645 2.77996 0.3 0.1 0.6 0.103
C 4.76031 4.40353 -0.78088 0.6 0.0 0.1 -0.077
H 2.13571 -5.56581 2.42825 -0.3 0.4 -0.4 0.086
C 4.64807 4.36716 0.60066 0.9 0.3 0.1 -0.082
C -6.13441 1.00623 -2.33561 0.2 -0.3 0.2 -0.078
C -0.92387 7.97441 1.09561 -0.6 0.4 0.0 -0.081
S 0.75203 3.68540 1.27468 -0.2 0.4 0.4 1.001
H -0.09828 -3.82289 -2.88871 0.0 0.1 0.0 0.062
C 2.16986 -4.94664 1.49829 1.0 0.3 1.1 -0.114
H -0.24398 -2.75739 2.61092 0.0 0.0 0.3 0.047
Ba -1.40683 0.00695 0.12508 0.3 0.6 0.1 1.621
H 4.55503 -2.33573 -1.33935 -0.5 0.0 0.5 0.090
Si -4.86025 -1.46336 1.11500 -1.0 -0.2 1.1 0.328
H 3.36283 4.15459 2.28504 0.0 -0.2 0.0 0.113
C 0.01750 7.63654 2.04163 0.0 0.6 0.6 -0.074
H -3.77574 -3.22175 2.24713 -0.2 -0.3 0.4 0.029
H -6.42715 -0.31574 -0.71238 -0.4 -0.3 0.2 0.074
H -7.18547 -1.73828 2.07279 0.1 -0.1 0.2 0.027
H 2.39963 -0.92020 -2.16829 0.2 0.4 -0.2 0.033
H 1.78366 -4.51832 -2.52342 0.1 -0.1 0.3 0.058
H -0.28323 3.25259 -0.52457 -0.2 -0.6 0.6 -0.029
H 3.72959 1.18115 -1.83399 0.4 -0.1 0.4 0.135
H 2.70435 -5.06316 -1.05357 0.0 0.5 -0.7 0.065
C -5.75610 0.32283 -1.24012 0.9 0.2 0.4 -0.046
C 0.52306 6.34986 2.09990 0.7 0.3 0.1 -0.084
H -6.96227 -0.12085 1.45761 -0.4 0.6 -0.3 0.001
Si 0.93576 -2.61081 -0.01247 0.7 0.0 0.5 0.739
H 2.36972 -1.56293 2.46911 -0.3 -0.5 0.4 0.039
H -2.36979 -2.48289 -0.62467 -0.3 -0.1 -0.1 0.025
C 2.38998 4.05555 -0.98068 0.4 0.1 1.4 -0.074
N -0.20978 2.78893 0.40471 -0.1 0.1 -1.1 -0.459
H -2.52108 -4.06579 0.19027 0.4 0.8 -0.1 0.096
C 3.78062 -2.52971 -0.55129 1.0 -0.3 -0.4 -0.120
C -3.03289 3.04934 -2.96190 0.6 0.6 1.0 -0.054
H 5.73833 4.50670 -1.23024 0.0 0.1 -0.1 0.113
H 0.35144 -5.66499 -1.04324 0.7 -0.1 -0.6 0.049
C -5.29298 -2.92867 0.06428 -1.1 0.7 -1.1 -0.165
H 4.20326 -3.37438 0.02975 -0.5 0.3 -0.3 0.070
H 1.68428 -5.48692 0.71202 -0.3 -0.4 -0.3 0.028
H -5.53722 2.41620 -3.77022 -0.1 0.7 -1.0 0.087
N -3.48420 1.21428 -1.41355 -0.7 0.0 -0.4 -0.015
H -1.41750 -5.68990 -1.03595 0.7 0.5 0.0 0.098
N -4.00706 -0.25597 0.30170 1.0 0.2 0.5 -0.275
H -1.27855 4.97183 -0.35895 -0.1 -0.5 -0.6 0.083
C -5.20803 1.81033 -2.97834 0.6 0.1 0.1 -0.074
C 4.91870 1.14745 0.04168 -0.7 -0.6 -1.4 -0.227
C -0.55802 -3.68103 -0.70819 -0.2 -0.1 -0.8 -0.648
C -0.49938 -5.19711 -0.60508 -1.5 -0.8 0.6 -0.117
C 6.20697 1.28766 -0.58255 -1.0 0.4 0.2 -0.168
C 2.56854 -2.64538 2.56009 -0.5 -1.0 -0.6 -0.101
H -3.16567 3.88472 -2.19545 0.5 -1.2 -0.6 0.093
H 1.52579 3.94718 -1.59553 -0.5 -0.1 -0.4 0.103
N 2.40645 0.92007 1.20318 0.3 -0.4 0.5 0.086
H -2.76076 -1.90005 2.42055 0.1 0.4 0.4 -0.012
H -6.16302 -3.44501 0.46745 -0.1 -0.1 0.1 0.034
H 0.27976 8.42304 2.74832 0.3 -0.5 0.1 0.113
C -0.77463 -3.30431 -2.21500 0.1 0.8 0.8 -0.114
H 3.35331 0.85969 2.96316 0.3 -0.2 0.5 0.114
C -4.41100 0.44337 -0.74934 -0.2 -0.3 -0.9 -0.497
H 2.59886 -3.03321 3.61211 -0.1 0.6 -0.6 0.082
N 7.16428 1.56405 -1.14011 0.9 0.0 -0.3 0.178
H 3.62137 4.31645 -2.64733 0.5 -0.1 0.4 0.121
C 3.53135 0.88738 1.90511 -0.8 0.3 1.1 -0.149
C 3.63860 4.25368 -1.55480 -1.1 0.1 -1.0 -0.080
H 3.57229 -2.77148 2.14497 0.0 -0.1 0.1 0.045
C 2.54619 0.97221 -0.10225 -1.1 0.1 -0.4 -0.213
C 4.79697 1.00413 1.39821 1.0 0.0 0.2 -0.020
H -0.47032 -4.40348 2.07276 0.5 0.1 0.3 0.065
H -3.32585 3.57632 -3.87492 0.0 -0.7 -0.2 0.069
C 3.74971 1.09380 -0.74483 0.8 0.1 -0.5 -0.016
C 0.26897 -3.72236 2.52836 0.1 0.2 0.6 -0.147

no.,E_LUMO (hartree),DFT total energy (eV)
1,-0.0063,-434621.322
2,-0.1863,-15259.757
3,-0.0151,-76101.756